[1]
# C16H19N3OS

An isolated molecule of C16H19N3OS (ωB97M-V with the def2-TZVPD basis set, OMol25).

Each line ends with the natural charge from an NBO analysis.
Cartesian coordinates (Å):
S -1.968 3.820 -1.372  -0.297
C -0.795 3.010 -0.530  0.310
N 0.488 3.426 -0.628  -0.611
C 1.579 2.804 0.066  -0.040
N 1.269 1.404 0.255  -0.422
C 2.357 0.706 0.930  -0.266
C 2.189 -0.776 0.927  0.265
C 1.561 -1.628 1.790  -0.301
C 1.793 -2.934 1.298  -0.308
C 2.544 -2.777 0.176  0.095
O 2.788 -1.479 -0.055  -0.396
C 0.017 1.276 0.966  -0.050
N -1.048 1.957 0.269  -0.446
C -2.399 1.470 0.429  -0.202
C -2.848 0.584 -0.744  -0.457
C -1.970 -0.622 -0.907  0.056
C -2.251 -1.800 -0.225  -0.253
C -1.448 -2.914 -0.383  -0.202
C -0.347 -2.863 -1.221  -0.220
C -0.044 -1.686 -1.885  -0.209
C -0.851 -0.573 -1.729  -0.231
H 0.661 4.189 -1.261  0.425
H 2.486 2.888 -0.541  0.203
H 1.759 3.317 1.039  0.149
H 3.275 0.941 0.387  0.227
H 2.460 1.056 1.973  0.186
H 1.014 -1.363 2.672  0.227
H 1.448 -3.853 1.724  0.230
H 2.959 -3.484 -0.515  0.204
H -0.230 0.212 1.026  0.231
H 0.099 1.683 2.002  0.152
H -3.065 2.336 0.487  0.241
H -2.448 0.915 1.369  0.196
H -3.879 0.279 -0.558  0.215
H -2.824 1.191 -1.650  0.242
H -3.116 -1.846 0.422  0.206
H -1.685 -3.828 0.142  0.208
H 0.268 -3.739 -1.358  0.210
H 0.819 -1.637 -2.532  0.214
H -0.617 0.340 -2.255  0.219

The highest occupied orbital energy is -8.0 eV. The energy above the lowest of the compared OMol25 structures with the same formula, charge and spin comes out at 1.635 eV. As for the multiplicity: 1. The SMILES is S=C1NCN(Cc2ccco2)CN1CCc1ccccc1. As for the charge: 0.


[2]
# C33H32BIN6O8S

A cluster of 3 separate species, C33H32BIN6O8S in total in a non-equilibrium geometry (ωB97M-V with the def2-TZVPD basis set, OMol25).

Each line ends with the Löwdin charge.
Cartesian coordinates (Å):
H 0.955 1.258 1.792  0.029
N 1.776 0.677 1.526  0.083
C 1.651 0.390 0.248  -0.188
C 0.476 0.884 -0.719  -0.137
N -0.617 -0.169 -0.926  -0.051
C -0.452 -0.613 -2.329  -0.133
C -0.835 0.240 -3.587  -0.374
C -0.686 -0.218 -5.055  -0.114
C -0.111 -1.635 -5.370  -0.639
I 0.064 -2.286 -7.448  0.730
C 0.323 -2.493 -4.148  -0.050
C 0.172 -2.026 -2.648  0.054
B 0.689 -3.076 -1.527  -0.496
O 1.827 -3.907 -1.903  0.080
O 0.110 -3.292 -0.235  -0.013
C 1.065 -3.117 0.844  -0.230
C 1.922 -4.426 1.205  -0.085
S -1.525 1.947 -3.248  0.913
C -2.485 1.642 -1.671  -0.289
C -3.783 2.435 -1.405  -0.212
O -4.280 3.395 -2.367  -0.039
C -3.610 4.629 -2.230  -0.242
N -2.991 5.652 -2.365  0.151
C -4.604 2.198 -0.111  0.027
C -4.055 1.132 0.880  -0.020
C -2.722 0.314 0.610  -0.064
C -2.311 -0.761 1.741  -0.042
C -3.006 -2.195 1.484  -0.335
O -2.239 -3.198 1.381  0.028
N -4.455 -2.419 1.412  -0.164
C -4.763 -3.906 1.455  -0.107
C -5.054 -1.948 0.118  -0.105
C -1.880 0.564 -0.697  -0.134
H 2.491 -0.245 -0.220  0.108
H 0.939 1.160 -1.726  0.118
H 0.018 1.853 -0.287  0.137
H -1.043 0.507 -5.866  0.094
H 0.769 -3.527 -4.397  0.106
H 2.343 -3.475 -2.618  0.076
H 0.438 -2.873 1.786  0.123
H 1.797 -2.266 0.629  0.099
H 2.887 -4.437 0.569  0.077
H 1.353 -5.410 1.124  0.089
H 2.292 -4.302 2.296  0.082
H -5.569 2.785 0.018  0.111
H -4.702 0.949 1.816  0.114
H -2.783 -0.372 2.725  0.112
H -1.190 -0.829 1.939  0.117
H -4.248 -4.438 2.321  0.098
H -5.903 -4.084 1.527  0.099
H -4.458 -4.311 0.422  0.098
H -5.624 -0.946 0.209  0.082
H -5.754 -2.715 -0.377  0.094
H -4.178 -1.787 -0.623  0.106
O -1.112 1.366 4.417  0.068
N -2.007 2.159 4.152  -0.341
O -3.198 1.907 4.235  0.060
C -1.617 3.496 3.699  -0.147
C -0.265 3.805 3.553  -0.007
C 0.100 5.068 3.099  -0.065
C -0.879 6.011 2.798  -0.068
C -2.226 5.699 2.955  -0.063
C -2.601 4.438 3.407  -0.001
H 0.507 3.079 3.784  0.116
H 1.149 5.317 2.975  0.110
H -0.590 6.993 2.438  0.110
H -2.985 6.439 2.722  0.110
H -3.654 4.206 3.522  0.119
O 4.689 -2.476 -2.113  0.075
N 4.899 -1.271 -2.130  -0.339
O 4.199 -0.456 -2.715  0.066
C 6.068 -0.771 -1.404  -0.145
C 6.911 -1.672 -0.755  0.002
C 8.034 -1.195 -0.087  -0.064
C 8.305 0.170 -0.067  -0.070
C 7.454 1.065 -0.708  -0.065
C 6.330 0.597 -1.381  0.000
H 6.711 -2.738 -0.763  0.121
H 8.700 -1.888 0.416  0.110
H 9.186 0.538 0.451  0.109
H 7.669 2.128 -0.686  0.109
H 5.677 1.305 -1.879  0.119

The highest occupied orbital energy is -8.5 eV. As for the multiplicity: 1. The SMILES is [H]/N=C\CN1c2c(cc(I)cc2B(O)OCC)Sc2c(OC#N)ccc(CC(=O)N(C)C)c21.O=[N+]([O-])c1ccccc1.O=[N+]([O-])c1ccccc1. As for the charge: 0.


[3]
# C2H2N2O

An isolated molecule of C2H2N2O (ωB97M-V with the def2-TZVPD basis set, OMol25).

Each line ends with the natural charge from an NBO analysis.
Cartesian coordinates (Å):
O 0.234 -2.436 0.175  -0.459
C 0.144 -1.290 -0.159  0.353
C 0.736 -0.146 0.596  0.048
N 0.048 0.840 0.628  0.005
N -0.554 1.885 0.393  -0.411
H -0.393 -0.964 -1.083  0.122
H -0.215 2.112 -0.550  0.341

The highest occupied orbital energy is -9.9 eV. The energy above the lowest of the compared OMol25 structures with the same formula, charge and spin comes out at 3.683 eV. As for the multiplicity: 1. As for the charge: 0.